Computed, not measured: C8H6CaNO5 as an isolated structure at a distorted geometry, with ωB97M-V with the def2-TZVPD basis set.

Each line ends with the Mulliken charge.
Geometry (Å):
Ca  -0.048  0.072  0.767  1.406
O  0.748  2.923  -1.873  -0.162
O  -5.227  -0.399  0.628  -0.148
O  2.195  0.430  -2.884  -0.319
O  -0.806  -0.834  -3.302  -0.229
O  1.076  -3.286  -1.099  -0.068
N  1.054  0.533  2.578  -0.674
C  0.150  -0.692  -2.634  0.238
C  2.522  0.446  5.761  -1.035
C  1.132  0.473  -2.260  0.749
C  1.489  1.297  5.007  -0.205
C  -4.908  -0.522  -0.471  0.151
C  0.981  -2.249  -0.623  0.025
C  1.210  0.859  3.686  0.413
C  0.687  1.853  -1.374  -0.262
H  0.521  1.308  5.512  0.275
H  -0.990  0.107  2.174  -0.394
H  2.181  -0.592  5.852  0.333
H  3.502  0.501  5.271  0.325
H  1.823  2.330  4.882  0.276
H  2.633  0.847  6.770  0.304

As for the charge: +1. The total energy is -1416.54388 hartree. The spin multiplicity is 1. For the energy above the lowest of the compared OMol25 structures with the same formula, charge and spin, the calculation gives 115.3 kcal/mol. Its highest occupied orbital energy (spin up / spin down) is -11.62 / -11.59 eV. The value obtained for the orbital gap (spin up / spin down) is 5.909 / 5.605 eV.